11
Properties=species:S:1:pos:R:3:lowdin_charge:R:1 method="wB97M-V/def2-TZVPD" multiplicity=1 relative_energy_kcal_mol=98.5 charge=0 smiles="O=c1cc(S)n(S)o1" gap_ev=9.4
O -2.743 -0.496 -0.410 0.037
C -1.538 -0.334 0.002 -0.403
C -0.362 -1.199 -0.084 -0.057
C 0.622 -0.394 0.161 -0.704
S 2.425 -0.723 0.059 0.696
N 0.206 0.986 0.716 -0.445
S 0.760 2.167 -0.405 0.720
O -1.274 0.899 0.640 -0.060
H -0.528 -2.357 -0.250 0.183
H 2.075 -2.008 -0.829 0.031
H 0.359 3.459 0.400 0.001

17
Properties=species:S:1:pos:R:3:lowdin_charge:R:1 method="wB97M-V/def2-TZVPD" multiplicity=1 relative_energy_kcal_mol=65.8 charge=0 smiles=C#CC[C@@H]1C[C@@H]1C gap_ev=10.3
C 0.355 1.604 2.715 0.113
C 0.041 1.497 1.559 -0.140
C -0.295 1.351 0.160 -0.220
C 0.627 0.490 -0.644 -0.242
C 0.163 -0.283 -1.845 -0.111
C 0.447 -1.111 -0.643 -0.274
C -0.630 -1.695 0.180 -0.085
H 0.625 1.687 3.742 0.022
H -1.348 1.137 -0.004 0.113
H -0.100 2.309 -0.424 0.144
H 1.672 0.766 -0.604 0.131
H 0.832 -0.358 -2.697 0.101
H -0.880 -0.158 -2.131 0.111
H 1.387 -1.652 -0.627 0.126
H -1.035 -2.599 -0.228 0.069
H -0.359 -1.944 1.187 0.074
H -1.480 -1.045 0.280 0.067

14
Properties=species:S:1:pos:R:3:lowdin_charge:R:1 method="wB97M-V/def2-TZVPD" multiplicity=1 relative_energy_kcal_mol=12.7 charge=0 gap_ev=10.4
H -0.667 1.330 -2.694 0.059
N -0.169 0.870 -1.945 0.144
C -0.829 0.824 -0.856 -0.475
C -2.041 1.595 -0.770 -0.152
N -2.841 2.412 -0.884 0.165
N -0.416 0.185 0.272 0.023
C 0.910 -0.409 0.379 -0.246
C 0.849 -1.879 0.776 -0.093
H -0.918 0.380 1.125 0.140
H 1.389 -0.290 -0.595 0.101
H 1.501 0.158 1.110 0.117
H 0.229 -2.436 0.069 0.075
H 0.423 -2.007 1.777 0.069
H 1.852 -2.318 0.779 0.073

11
Properties=species:S:1:pos:R:3:lowdin_charge:R:1 method="wB97M-V/def2-TZVPD" multiplicity=1 relative_energy_kcal_mol=66.7 charge=+1 gap_ev="8.0 / 7.2"
C 0.282 0.227 -1.487 -0.271
C 0.300 0.364 1.503 -0.273
P -0.652 -0.130 0.033 0.614
Cl -0.398 -3.833 -0.061 0.059
Br -2.484 1.094 0.002 0.482
H -0.384 0.300 -2.346 0.058
H 0.995 -0.578 -1.673 0.061
H 0.833 1.164 -1.371 0.073
H 0.554 1.424 1.433 0.072
H 1.216 -0.224 1.549 0.064
H -0.262 0.192 2.417 0.060

Number 1: total energy -1117.5691 Eh. Number 2: total energy -272.6132 Eh. Number 3: total energy -320.8631 Eh. Number 4: total energy -3455.0098 Eh.